Record 1
DFT (ωB97M-V/def2-TZVPD) results for a structure of composition C33H27AsBrLiN3O2S3.

XYZ file:
```
71
Properties=species:S:1:pos:R:3:forces:R:3
Li 0.434251 -0.735282 0.168795 0.54 0.04 0.46
S 2.792429 -0.109244 0.665855 -0.08 -0.16 -0.12
C 3.272810 1.365991 -0.116535 -0.05 0.03 0.05
C 4.627292 1.606949 -0.405841 -0.01 0.15 -0.05
C 5.034358 2.782366 -1.009390 0.03 -0.06 0.02
C 4.104489 3.755346 -1.358967 -0.01 0.06 -0.03
C 2.762860 3.531540 -1.089820 -0.09 0.06 -0.03
C 2.338250 2.361146 -0.470988 0.26 -0.01 0.06
As 0.472074 1.986737 -0.063339 0.18 0.60 -0.08
C -0.049635 1.328315 -1.822129 -0.08 -0.06 -0.28
C -1.395122 1.335225 -2.189366 -0.01 0.00 0.12
C -1.805813 0.791838 -3.393695 -0.02 -0.04 -0.04
C -0.873987 0.213144 -4.246286 0.04 -0.02 -0.04
C 0.464718 0.189007 -3.888056 -0.07 0.02 -0.03
C 0.874669 0.748676 -2.684346 0.11 0.00 0.08
C -0.174852 3.843805 -0.211767 -0.12 0.05 0.08
C -0.023436 4.621477 0.936875 0.02 -0.13 -0.01
C -0.450987 5.938685 0.974939 0.00 0.06 -0.02
C -1.058022 6.500203 -0.140899 -0.01 0.01 0.01
C -1.217431 5.738682 -1.288639 -0.01 0.06 -0.01
C -0.774688 4.422661 -1.324826 0.08 -0.10 -0.03
H 5.347234 0.842206 -0.144195 0.01 0.00 0.02
H 6.087514 2.944780 -1.212487 0.00 -0.02 -0.01
H 4.421259 4.675320 -1.835229 -0.02 0.00 0.00
H 2.031319 4.282048 -1.369122 0.04 0.01 0.01
H -2.132422 1.759470 -1.516816 -0.04 -0.04 0.00
H -2.856336 0.793220 -3.657574 0.00 0.03 0.01
H -1.193098 -0.227831 -5.182992 -0.01 0.00 0.01
H 1.195179 -0.266352 -4.545399 0.01 -0.01 0.02
H 1.922883 0.722984 -2.409190 0.00 0.00 0.00
H 0.447491 4.179611 1.809835 -0.02 0.05 0.03
H -0.315493 6.530446 1.872183 0.00 -0.02 0.01
H -1.406605 7.525369 -0.114135 0.01 0.00 0.00
H -1.685228 6.173748 -2.163983 0.00 -0.02 0.00
H -0.885981 3.842358 -2.232335 -0.03 0.04 -0.01
O -3.738894 -0.009014 0.291807 -0.18 -0.01 0.03
C -4.129266 -1.294330 0.230023 0.06 -0.03 0.00
C -5.490956 -1.588171 0.327261 -0.05 0.06 0.00
C -5.927456 -2.897597 0.279584 0.00 0.01 0.01
C -5.018079 -3.940598 0.132056 0.03 -0.10 -0.01
C -3.668588 -3.655660 0.030129 -0.02 0.13 -0.01
C -3.203936 -2.341919 0.076451 -0.05 0.15 -0.01
C -1.752374 -2.027027 -0.033704 0.32 -0.19 0.06
O -1.377848 -0.800812 -0.020639 -0.53 -0.16 -0.15
N -0.946202 -3.062338 -0.113949 -0.38 -0.46 0.05
N 0.373892 -2.702371 -0.261037 0.19 0.40 0.02
C 1.199510 -3.660412 -0.179413 -0.30 -0.30 -0.04
S 2.926860 -3.422611 -0.355815 0.28 -0.21 -0.01
C 3.249984 -5.197945 -0.639208 -0.05 0.34 0.02
C 2.361398 -5.969777 0.309653 -0.23 0.06 0.01
S 0.664887 -5.336268 0.118398 0.13 0.13 -0.03
H -2.741557 -0.041777 0.208342 0.03 0.02 -0.06
H -6.187204 -0.766310 0.440138 0.02 0.00 0.01
H -6.987195 -3.109940 0.361603 0.00 0.01 -0.01
H -5.360546 -4.967142 0.095474 -0.01 0.01 0.00
H -2.932620 -4.438342 -0.089161 -0.01 -0.03 0.01
H 4.308603 -5.370926 -0.446600 0.01 0.00 0.00
H 3.022945 -5.436440 -1.678337 0.02 -0.08 0.01
H 2.671259 -5.814005 1.342759 0.09 -0.06 0.00
H 2.347871 -7.036972 0.086930 0.00 -0.01 0.00
Br 1.248971 -3.838842 5.110200 0.00 0.01 -0.01
C 0.808589 -2.131628 4.414367 0.01 -0.03 0.08
C 0.734583 -1.034481 5.250811 -0.03 0.05 -0.11
C 0.406904 0.185466 4.677128 0.02 -0.08 0.04
C 0.181948 0.244501 3.310909 0.01 0.03 0.00
N 0.259137 -0.817968 2.517100 -0.04 -0.21 -0.07
C 0.560165 -1.992120 3.058321 0.00 -0.05 -0.04
H 0.923893 -1.128304 6.311214 0.01 -0.02 0.00
H 0.334343 1.076702 5.285503 -0.01 0.02 -0.02
H -0.061437 1.178206 2.819590 0.01 0.02 0.00
H 0.606459 -2.847497 2.391950 0.00 0.02 0.03
```
Positions in Å, forces in eV/Å.

As for the relative energy (zero: lowest compared OMol25 entry of this formula, charge and spin): 0.454 eV. The HOMO energy is -4.068 eV. The value obtained for the lowest unoccupied orbital energy is 2.263 eV. Its charge is -1. Its electronic energy is -7600.52060 a.u. Its gap between HOMO and LUMO is 6.33 eV. Its strongest force on any atom is 0.0138 Eh/bohr.

=====

Record 2
DFT (ωB97M-V/def2-TZVPD) results for a structure of composition C33H27BrClN6O2ReSe.

XYZ file:
```
72
Properties=species:S:1:pos:R:3:forces:R:3
Re 0.175863 -0.408196 -0.527013 -0.04 0.19 0.36
C 4.101663 -1.171984 1.899891 0.00 0.00 0.00
O 2.909674 -0.441603 1.647362 -0.01 -0.01 -0.03
C 3.033261 0.889848 1.423280 0.01 0.01 0.04
C 4.230435 1.592945 1.473608 0.00 -0.01 0.00
C 4.241371 2.965087 1.260108 -0.02 0.01 0.00
C 3.068683 3.654606 1.003557 0.03 0.00 0.00
C 1.871016 2.958308 0.959922 -0.03 -0.01 -0.02
C 1.856323 1.590177 1.159488 0.02 0.00 -0.03
N 0.590985 0.893051 1.069232 -0.10 -0.17 -0.15
N -0.230079 1.352276 1.899645 0.02 0.06 0.09
C -1.523833 0.878167 2.005227 0.05 -0.06 -0.02
C -1.984186 -0.300330 1.436412 0.04 -0.04 0.06
O -1.230041 -1.031936 0.598311 -0.08 0.10 -0.17
C -3.268935 -0.797781 1.742605 -0.01 0.01 0.01
C -4.092781 -0.085263 2.557614 -0.01 -0.01 0.01
C -3.682608 1.142654 3.141410 0.01 0.00 0.00
C -4.546879 1.875729 3.984991 0.00 0.00 0.00
C -4.129171 3.043850 4.556516 0.00 0.00 0.00
C -2.827611 3.519634 4.308038 0.00 0.00 0.00
C -1.969419 2.831815 3.492948 0.00 0.01 0.01
C -2.381322 1.625961 2.887272 0.00 -0.01 0.00
H 4.603241 -0.808848 2.799013 0.00 0.00 0.00
H 3.793363 -2.202073 2.056108 -0.01 -0.01 -0.01
H 4.784355 -1.116582 1.048280 0.00 0.00 0.00
H 5.157744 1.080470 1.681335 0.00 0.00 0.00
H 5.184062 3.494228 1.297111 0.00 0.00 0.00
H 3.081806 4.721935 0.834623 0.00 0.00 0.00
H 0.936474 3.465622 0.756903 0.00 0.01 0.01
H -3.572468 -1.741829 1.310004 0.00 0.01 -0.01
H -5.085983 -0.456910 2.778473 0.00 0.00 0.00
H -5.543525 1.494782 4.169946 0.00 0.00 0.00
H -4.792489 3.603589 5.201633 0.00 0.00 0.00
H -2.501853 4.442760 4.768856 0.00 0.00 0.00
H -0.971072 3.201266 3.309755 0.00 0.00 0.00
Cl -1.655502 0.556403 -7.248759 0.00 0.00 0.00
C -1.454295 0.817046 -5.543536 0.00 0.00 0.00
C -0.255593 1.317647 -5.061166 0.01 0.00 0.00
C -0.092500 1.489854 -3.695421 -0.02 0.03 0.01
C -1.108078 1.167020 -2.794638 -0.01 0.03 0.00
C -0.892112 1.253136 -1.310521 0.02 -0.04 -0.03
C -2.317937 0.714008 -3.316694 0.00 -0.06 0.01
C -2.497844 0.531113 -4.679154 0.00 -0.01 0.00
H 0.539544 1.571203 -5.749174 0.00 0.00 0.00
H 0.846103 1.886940 -3.329666 0.01 0.00 0.01
H -1.865123 1.251598 -0.802041 0.01 0.00 0.03
H -0.396353 2.189904 -1.043320 0.02 -0.01 -0.01
H -3.138414 0.491958 -2.643834 0.00 0.00 0.00
H -3.441438 0.176182 -5.071638 0.00 0.00 0.00
N -1.116068 -2.720803 -3.901468 0.02 -0.02 0.01
C -2.230045 -2.888629 -3.118108 -0.01 0.02 -0.02
C -1.955457 -2.266353 -1.945479 0.02 -0.09 0.01
N -0.681157 -1.736769 -2.004934 0.21 0.03 -0.12
C -0.207316 -2.027541 -3.201047 -0.03 0.14 -0.06
H -0.999940 -3.035822 -4.850255 0.00 0.01 0.00
H -3.101751 -3.417668 -3.457320 0.00 0.00 0.00
H -2.570484 -2.161746 -1.071417 0.02 0.00 0.01
H 0.753815 -1.731238 -3.583548 -0.03 0.01 0.00
Se 4.214167 1.387044 -2.487172 -0.01 -0.01 0.00
C 2.776555 0.716348 -1.836919 -0.02 0.03 -0.06
N 1.771596 0.235130 -1.414576 -0.02 -0.25 -0.14
Br 3.040591 -2.655935 -2.031736 0.02 0.02 0.04
C 2.325065 -3.177659 -0.360764 -0.04 -0.05 -0.10
C 2.881730 -4.320030 0.201405 -0.01 0.00 0.00
C 2.395123 -4.762936 1.414083 0.01 0.01 0.00
C 1.376173 -4.041867 2.017764 -0.02 0.00 0.00
C 0.890782 -2.921010 1.379783 0.05 0.03 0.02
N 1.345219 -2.474405 0.192476 -0.04 0.09 0.21
H 3.674637 -4.836654 -0.317982 0.00 0.00 0.00
H 2.805455 -5.649993 1.877647 0.00 0.00 0.00
H 0.956491 -4.337780 2.968320 0.00 0.00 0.00
H 0.098317 -2.343105 1.828373 0.00 0.01 0.01
```
Positions in Å, forces in eV/Å.

As for the multiplicity: 2. As for the expectation value of S²: 0.767. As for the relative energy (zero: lowest compared OMol25 entry of this formula, charge and spin): 0.349 eV. The HOMO energy (alpha / beta) is -10.563 / -10.471 eV. The value obtained for the lowest unoccupied orbital energy (alpha / beta) is -4.366 / -3.956 eV. Its charge is +1. Its electronic energy is -7266.47589 a.u. Its gap between HOMO and LUMO (alpha / beta) is 6.20 / 6.52 eV. Its strongest force on any atom is 0.0080 Eh/bohr.

=====

Record 3
DFT (ωB97M-V/def2-TZVPD) results for a structure of composition C33H27Cl5EuN6O3SSe at a distorted geometry.

XYZ file:
```
77
Properties=species:S:1:pos:R:3:forces:R:3
Eu -0.034724 -0.453479 -0.454003 0.01 0.55 -0.22
Se 1.614859 3.401662 -7.499318 0.21 0.55 -0.95
N 1.355511 1.667383 -7.157293 0.01 1.08 0.70
C 1.174218 1.637028 -5.859131 -0.05 0.08 0.53
C 0.945516 0.393553 -5.134510 -0.13 0.38 1.02
C 0.959328 -0.832255 -5.783749 0.00 -0.45 -0.10
C 0.799035 -1.982374 -5.041625 0.01 0.09 -0.09
C 0.595203 -1.865315 -3.667447 0.01 -0.05 -0.19
N 0.535763 -0.714127 -3.018636 0.13 0.88 -0.37
C 0.732370 0.434656 -3.733725 -0.05 -1.32 -0.74
C 0.771257 1.691774 -3.016585 0.05 1.35 0.81
N 0.582192 1.666967 -1.666465 0.24 0.43 -0.98
C 0.754887 2.795733 -0.988156 0.02 -0.03 -0.32
C 1.053958 4.020731 -1.572159 0.05 0.10 -0.43
C 1.182543 4.080684 -2.952678 -0.02 0.17 0.64
C 1.058298 2.911707 -3.688464 -0.22 -1.06 0.30
C 1.237503 2.898982 -5.131948 -0.04 -0.34 0.06
N 1.472065 3.994668 -5.819176 -0.13 -1.31 -0.51
H 1.111647 -0.854724 -6.858394 -0.01 -0.04 0.13
H 0.824167 -2.965146 -5.499035 0.00 0.14 0.05
H 0.469934 -2.760134 -3.077338 -0.02 -0.06 0.03
H 0.664847 2.726072 0.081947 -0.03 -0.05 0.20
H 1.179170 4.900620 -0.949840 -0.03 -0.12 -0.11
H 1.397379 5.007373 -3.473599 -0.01 -0.06 0.09
Cl -6.568308 -3.978452 -0.775761 -0.03 0.16 0.02
C -5.280073 -2.840314 -0.831586 -0.16 0.16 0.01
C -3.975028 -3.284618 -0.972099 0.30 -0.14 0.02
Cl -3.628480 -4.968732 -1.080152 0.00 0.13 0.01
C -2.940921 -2.358450 -1.014461 0.16 -0.36 -0.04
Cl -1.272097 -2.904664 -1.139075 -0.63 -0.41 -0.07
C -3.129194 -0.975096 -0.946547 0.55 0.48 -0.10
O -2.118512 -0.142614 -1.010179 -1.59 -0.45 -0.34
C -4.458681 -0.554781 -0.791818 -0.32 0.17 -0.07
Cl -4.731665 1.154940 -0.716539 -0.01 -0.22 0.02
C -5.515139 -1.460935 -0.737858 0.12 0.05 0.01
Cl -7.117415 -0.876660 -0.552051 -0.02 -0.07 0.00
O 2.057347 -0.391315 -0.254957 1.83 -0.50 0.72
C 3.117825 -0.944179 0.341467 -0.45 0.62 -0.49
C 4.410355 -0.554419 -0.028176 0.28 0.06 -0.16
C 5.531351 -1.113917 0.556327 -0.04 0.09 -0.06
C 5.395278 -2.086699 1.548800 0.07 0.03 -0.07
C 4.126572 -2.457968 1.931554 -0.08 -0.16 0.22
C 2.979331 -1.894151 1.355027 -0.36 -0.50 0.50
C 1.646019 -2.299391 1.839800 0.20 0.11 0.03
N 0.463108 -1.994382 1.332555 -0.46 -0.17 0.15
C -0.503437 -2.594817 2.136574 0.18 0.26 -0.48
C 0.093863 -3.258963 3.139045 0.50 -0.21 0.36
N 1.451907 -3.057240 2.938470 -0.14 -0.35 0.41
H 4.494890 0.200475 -0.803823 0.04 -0.08 0.08
H 6.521776 -0.794878 0.242714 -0.15 -0.04 0.02
H 6.266735 -2.546233 2.004972 -0.15 0.09 -0.07
H 4.028465 -3.220532 2.701628 0.02 0.09 -0.12
H -1.553000 -2.521310 1.917061 -0.08 0.04 -0.05
H -0.303041 -3.848283 3.960217 0.21 0.20 -0.29
H 2.181457 -3.435851 3.510315 0.10 -0.05 0.12
C -2.880873 -0.274388 3.608535 -0.10 0.02 -0.07
C -2.983549 1.239236 3.811013 -0.13 -0.15 -0.08
C -2.878076 2.043803 2.518649 -0.33 -0.13 0.05
S -1.292175 2.235792 1.746518 0.29 -0.52 -0.48
O -0.820305 0.839099 1.318625 0.15 0.63 0.43
C -0.299456 2.715923 3.167527 0.26 0.07 0.20
C 0.430052 1.582482 3.903602 0.15 0.01 -0.13
C 1.806522 1.254369 3.309922 0.01 0.17 0.47
H -2.919847 -0.803424 4.565496 -0.03 0.11 -0.11
H -1.951737 -0.546522 3.108413 -0.03 0.04 0.05
H -3.713309 -0.635306 2.990149 0.15 0.06 0.09
H -2.247795 1.576558 4.540074 0.03 0.04 0.04
H -3.959159 1.481233 4.235308 -0.02 -0.01 0.06
H -3.209499 3.084817 2.636008 -0.02 -0.17 0.05
H -3.475883 1.598712 1.718733 -0.13 0.06 0.03
H -1.008118 3.249260 3.809631 0.19 0.00 -0.02
H 0.417382 3.446818 2.784073 -0.01 -0.02 0.08
H -0.193790 0.687385 3.945224 0.05 0.03 -0.07
H 0.567915 1.916915 4.932093 -0.04 -0.01 0.08
H 1.749316 0.983964 2.267351 -0.08 -0.13 -0.44
H 2.266369 0.414353 3.842021 -0.09 0.14 -0.06
H 2.487804 2.111311 3.400920 -0.17 -0.15 -0.01
```
Positions in Å, forces in eV/Å.

As for the multiplicity: 7. As for the expectation value of S²: 12.010. As for the relative energy (zero: lowest compared OMol25 entry of this formula, charge and spin): 0.214 eV. The HOMO energy (alpha / beta) is -10.310 / -10.345 eV. The value obtained for the lowest unoccupied orbital energy (alpha / beta) is -3.262 / -3.263 eV. Its charge is +1. Its electronic energy is -7638.86745 a.u. Its gap between HOMO and LUMO (alpha / beta) is 7.05 / 7.08 eV. Its strongest force on any atom is 0.0395 Eh/bohr.

=====

Which of these has the highest electronic energy? C33H27BrClN6O2ReSe